[1]
Density functional theory data (ωB97M-V/def2-TZVPD) for a molecular structure, C47H35Ge2N8Pd.

Cartesian coordinates (Å):
1 C 2.440 2.087 4.083
2 H -2.648 5.180 -2.133
3 C -2.411 -1.237 -1.453
4 C 0.430 6.567 -2.680
5 N 0.371 -1.938 -1.839
6 H 0.449 -2.520 0.629
7 H -1.217 3.514 2.926
8 C 1.766 -2.934 4.209
9 C 2.864 1.319 -2.542
10 H -7.261 0.804 -1.043
11 H 3.110 -5.097 -1.748
12 C 1.439 -6.367 -1.278
13 C 1.534 -2.645 -1.914
14 C 0.899 -1.483 2.451
15 C -0.784 4.108 -2.297
16 H 2.498 2.817 4.896
17 C 6.735 -0.255 -2.907
18 C -4.477 -0.127 2.295
19 C 5.402 1.771 -2.931
20 C 0.046 -6.447 -1.047
21 C -3.835 -0.899 -1.291
22 H -1.684 -2.019 2.580
23 N -1.733 -0.080 -1.711
24 H 0.329 3.936 2.188
25 H -5.241 2.183 -1.558
26 H 2.294 5.503 -2.825
27 C -0.967 6.476 -2.484
28 C 1.390 -1.677 3.744
29 C -2.293 -1.147 2.366
30 C 4.388 -0.400 -2.580
31 C -0.392 1.343 5.247
32 C 1.656 -4.049 3.387
33 C -1.084 2.718 -2.128
34 N -2.333 2.240 -1.924
35 H -1.559 7.384 -2.479
36 H -7.056 -1.614 -0.666
37 H 1.944 -5.029 3.750
38 H 2.920 1.162 4.410
39 C -3.889 1.049 1.843
40 H 5.680 -2.115 -2.571
41 C -4.940 -1.677 -0.991
42 C -3.948 0.471 -1.488
43 H -1.817 -5.376 -0.931
44 C 1.117 2.860 -2.436
45 C 1.241 -4.023 -1.667
46 C 6.630 1.134 -3.033
47 H -2.086 2.031 1.260
48 H 2.039 -7.266 -1.200
49 C 0.610 4.197 -2.491
50 H -4.831 -2.739 -0.816
51 H 5.305 2.845 -3.018
52 H 1.084 -4.740 1.426
53 H 3.005 2.470 3.231
54 H -4.113 -2.156 2.889
55 C 1.175 -3.889 2.093
56 Ge 0.319 0.263 1.572
57 N 2.415 2.541 -2.592
58 N -1.964 -2.452 -1.382
59 H 0.880 7.543 -2.821
60 C -2.517 1.110 1.646
61 C -5.172 1.113 -1.409
62 H -5.552 -0.189 2.425
63 H 7.710 -0.722 -2.986
64 H 2.140 -3.044 5.222
65 C 3.032 -0.910 -2.342
66 H -0.393 -7.405 -0.794
67 C -0.140 3.556 3.098
68 C -3.669 -1.227 2.547
69 C 4.284 0.982 -2.704
70 C -2.588 0.980 -1.734
71 C -0.661 -2.774 -1.556
72 C 5.615 -1.040 -2.677
73 Ge 0.553 1.748 3.541
74 H -4.506 1.912 1.616
75 C -0.150 -4.104 -1.437
76 C 0.816 -2.624 1.644
77 C 1.222 5.441 -2.684
78 H -1.458 1.211 5.053
79 Pd 0.226 0.040 -2.009
80 C -0.752 -5.328 -1.122
81 H 0.050 4.256 3.918
82 C -1.580 5.259 -2.292
83 C -6.286 0.337 -1.120
84 H 7.525 1.720 -3.208
85 H -0.022 0.429 5.715
86 N 2.771 -2.171 -2.160
87 C -6.170 -1.040 -0.909
88 H 1.479 -0.832 4.419
89 C 2.042 -5.169 -1.586
90 H -0.261 2.174 5.947
91 N 0.071 2.012 -2.217
92 C -1.674 0.024 1.920
93 N 2.179 0.157 -2.344

## Properties
Expectation value of S² = 0.82
Multiplicity = 2
Total charge = -2
Gap between HOMO and LUMO (alpha / beta) = 4.73 / 4.63 eV
LUMO level (alpha / beta) = 4.0 / 3.6 eV
Highest occupied orbital energy (alpha / beta) = -0.75 / -1.06 eV

Computed Mulliken charges, given in elementary charges: C -1.337; H 0.530; C -0.708; C -0.619; N -0.209; H 0.720; H 0.381; C -0.844; C -0.335; H 0.367; H 0.520; C -0.652; C -0.917; C -0.908; C 0.283; H 0.421; C -0.625; C -0.531; C -0.088; C -0.683; C 0.304; H 0.287; N -0.036; H 0.380; H 0.566; H 0.538; C -0.621; C 0.194; C -0.298; C 0.073; C -1.377; C -0.577; C -0.516; N -0.469; H 0.374; H 0.381; H 0.346; H 0.369; C -0.910; H 0.553; C 0.116; C -0.116; H 0.526; C -0.643; C 0.761; C -0.575; H 0.612; H 0.357; C 0.298; H 0.550; H 0.550; H 0.252; H 0.375; H 0.339; C -0.355; Ge 0.534; N -0.531; N -0.429; H 0.374; C -0.061; C 0.064; H 0.372; H 0.371; H 0.357; C -0.305; H 0.354; C -1.393; C -0.809; C 0.134; C -0.313; C -0.968; C -0.046; Ge 0.486; H 0.355; C 0.637; C 0.040; C -0.114; H 0.339; Pd 2.175; C -0.165; H 0.437; C -0.193; C -0.620; H 0.375; H 0.377; N -0.576; C -0.711; H -0.037; C -0.120; H 0.465; N -0.220; C 0.141; N -0.148

---

[2]
Density functional theory data (ωB97M-V/def2-TZVPD) for 20 unconnected molecules or ions with the total composition H41O20 in a non-equilibrium geometry.

Cartesian coordinates (Å):
1 H -0.903 2.883 0.332
2 O 5.662 1.495 2.348
3 O -0.790 -0.749 5.552
4 H 1.822 -0.986 -0.330
5 H 5.069 0.767 2.147
6 O -1.915 2.841 0.420
7 O -3.045 -1.518 -1.101
8 H 3.498 0.092 -3.061
9 O 3.266 0.987 -0.098
10 H -3.786 -2.308 4.405
11 H -4.784 -2.309 2.006
12 H -0.942 -0.689 4.593
13 H 0.653 -3.032 3.360
14 O -3.094 0.741 0.191
15 H 0.030 3.007 -3.008
16 O 2.216 4.894 -0.050
17 O -0.202 4.502 -1.945
18 O 2.189 0.305 -4.847
19 H 0.699 4.416 -1.585
20 O 0.749 -3.285 4.277
21 H -2.926 -0.044 -0.428
22 H -4.024 0.999 0.062
23 H -2.530 1.702 0.028
24 H -2.013 2.771 1.381
25 H -2.192 -1.985 -1.209
26 H 5.640 2.121 1.625
27 O 0.586 2.499 -0.067
28 H 0.763 0.017 -0.383
29 H -3.889 -1.440 -4.495
30 H -2.374 -1.514 -4.112
31 H -0.604 -2.891 0.794
32 H 2.739 4.815 0.762
33 O -3.017 -2.136 4.982
34 H -2.468 -2.907 4.745
35 H -1.449 -0.439 6.178
36 H 0.132 1.652 -3.740
37 H 2.085 1.266 -4.839
38 O -4.335 -1.467 1.986
39 H -1.087 -1.408 0.630
40 H 3.886 -3.488 -1.031
41 H -3.242 -3.622 0.815
42 H 4.772 -3.402 0.066
43 O -3.209 -1.104 -3.903
44 H 3.115 0.541 -0.936
45 H 2.951 -1.167 -3.296
46 H 2.563 0.160 -5.721
47 O -3.232 -4.478 0.398
48 H -4.149 -1.212 1.087
49 O 4.461 -2.812 -0.641
50 H -0.524 4.704 -1.058
51 H 1.604 -2.998 4.609
52 H 2.008 5.831 0.040
53 H -3.421 -1.391 -1.991
54 O 0.907 -0.882 -0.121
55 O 3.167 -0.636 -2.517
56 O 0.431 2.121 -2.955
57 H -2.369 -4.395 -0.018
58 H 0.924 2.325 -0.953
59 O -1.280 -2.314 0.432
60 H 1.061 3.253 0.315
61 H 4.147 1.296 -0.124

## Properties
Expectation value of S² = 0.76
Multiplicity = 2
Energy relative to the best compared isomer or geometry (same formula, charge and spin) = 17.6 kcal/mol
Total charge = +2
Gap between HOMO and LUMO (alpha / beta) = 9.29 / 2.44 eV
LUMO level (alpha / beta) = -5.9 / -12.8 eV
Highest occupied orbital energy (alpha / beta) = -15.21 / -15.21 eV

Computed Mulliken charges, given in elementary charges: H 0.520; O -0.609; O -0.251; H 0.234; H 0.312; O -0.621; O -0.538; H 0.305; O -0.481; H 0.341; H 0.334; H 0.417; H 0.311; O -0.501; H 0.350; O -0.645; O -0.671; O -0.603; H 0.293; O -0.564; H 0.434; H 0.419; H 0.460; H 0.397; H 0.309; H 0.310; O -0.552; H 0.265; H 0.323; H 0.331; H 0.174; H 0.303; O -0.420; H 0.393; H 0.406; H 0.310; H 0.327; O -0.593; H 0.178; H 0.297; H 0.280; H 0.285; O -0.660; H 0.292; H 0.270; H 0.296; O -0.571; H 0.244; O -0.569; H 0.309; H 0.347; H 0.324; H 0.309; O -0.527; O -0.651; O -0.678; H 0.322; H 0.222; O -0.404; H 0.331; H 0.221

---

[3]
Density functional theory data (ωB97M-V/def2-TZVPD) for a molecular structure, C32H54N5OOsP2S in a non-equilibrium geometry.

Cartesian coordinates (Å):
1 H 3.712 -0.111 1.916
2 H -3.193 -4.051 -2.141
3 H -3.137 1.851 3.434
4 N -1.932 3.088 -3.216
5 S -1.117 0.595 -2.806
6 H -5.130 2.968 0.381
7 C 3.039 -1.122 -1.766
8 P 2.459 -0.480 -0.097
9 C -5.246 -2.353 -2.375
10 H 1.546 -2.641 -2.111
11 H -5.916 -1.500 -2.319
12 C -2.514 -0.728 -0.327
13 C 3.598 1.813 0.981
14 H 3.913 -2.593 1.435
15 C -2.467 3.452 0.360
16 H -5.026 -2.557 -3.423
17 H 3.843 2.286 0.033
18 H 0.114 5.139 0.322
19 H 1.555 1.327 -2.820
20 C 3.404 -5.018 2.536
21 N -2.264 1.575 -4.916
22 C 2.456 -4.092 1.875
23 H -3.094 4.285 0.051
24 H 1.741 4.954 0.941
25 H -2.380 3.818 -3.751
26 H -4.480 -0.165 -0.957
27 C -2.220 1.266 3.417
28 H 2.556 2.023 1.227
29 P -2.011 0.749 0.618
30 C 0.893 4.408 0.534
31 H -1.532 3.478 -0.201
32 C -2.282 0.153 2.372
33 H -2.719 2.263 -5.499
34 C 1.093 -4.405 1.792
35 Os 0.300 0.584 -0.182
36 C -2.995 -3.127 -1.620
37 C 0.593 -2.325 0.662
38 H 5.961 0.579 0.995
39 H -1.013 -3.687 -1.082
40 H 4.439 -4.752 2.343
41 H 4.140 -2.689 -2.700
42 H -5.124 1.234 0.634
43 C 5.242 0.007 0.407
44 H -5.765 -3.233 -1.996
45 C -1.813 1.854 -3.704
46 H -1.611 3.299 -2.285
47 C -3.191 2.126 0.132
48 C -1.498 -1.719 -0.357
49 H -4.447 -0.075 2.379
50 H -2.237 3.585 1.415
51 H -1.377 1.935 3.252
52 H 3.231 -6.047 2.223
53 H 0.520 3.714 1.283
54 C 1.291 3.702 -0.704
55 H -0.866 -3.813 1.229
56 H 3.448 -0.250 -2.291
57 H 2.649 3.679 -3.621
58 H 2.170 -0.370 3.955
59 H -3.337 1.973 -0.947
60 H -2.156 0.642 -5.285
61 C 1.974 -2.005 0.749
62 H -4.487 2.324 1.877
63 C 2.872 -2.866 1.349
64 H 2.232 5.288 -1.717
65 H 4.230 2.257 1.748
66 C -1.781 -2.935 -1.004
67 H -3.576 -1.516 1.837
68 N 1.068 2.427 -1.026
69 H 0.919 -1.014 -2.375
70 N 1.935 4.322 -1.707
71 O 0.974 0.551 2.510
72 H 0.744 -5.327 2.230
73 H 2.003 -1.749 -3.558
74 C 1.612 2.254 -2.285
75 H 5.086 -1.880 -1.473
76 H 1.134 1.426 2.886
77 C 1.799 -1.654 -2.493
78 C -4.558 2.144 0.808
79 N -0.270 -1.390 0.161
80 H 5.359 0.305 -0.634
81 C 4.089 -2.231 -1.714
82 C 1.136 -0.368 3.597
83 C -3.555 -0.676 2.529
84 H -2.113 0.816 4.403
85 H -1.419 -0.509 2.523
86 H 0.887 -1.366 3.238
87 C -3.982 -2.133 -1.632
88 C 2.145 3.427 -2.712
89 C -3.722 -0.934 -0.961
90 C 0.181 -3.557 1.212
91 H 3.810 -3.010 -1.011
92 H 5.501 -1.043 0.517
93 H 0.474 -0.112 4.426
94 H -3.591 -1.073 3.543
95 C 3.834 0.304 0.911
96 H 3.244 -4.997 3.617

## Properties
Total charge = +3
Gap between HOMO and LUMO (alpha / beta) = 5.44 / 5.36 eV
LUMO level (alpha / beta) = -10.7 / -10.6 eV
Highest occupied orbital energy (alpha / beta) = -16.12 / -15.98 eV

Computed Mulliken charges, given in elementary charges: H 0.294; H 0.507; H 0.317; N -0.280; S -0.237; H 0.500; C 0.646; P -0.457; C -1.723; H 0.362; H 0.398; C -1.185; C -1.471; H 0.403; C -0.951; H 0.396; H 0.295; H 0.437; H 0.552; C -1.737; N -0.405; C 0.636; H 0.524; H 0.513; H 0.231; H 0.345; C -1.519; H -0.034; P 1.397; C -1.366; H -0.372; C 1.592; H 0.224; C -1.226; Os 0.791; C -1.198; C -0.473; H 0.460; H 0.668; H 0.406; H 0.436; H 0.309; C -1.611; H 0.391; C 0.896; H -0.048; C 0.795; C 0.530; H 0.275; H 0.383; H 0.239; H 0.433; H -0.090; C -0.348; H 0.678; H 0.681; H 0.484; H 0.312; H 0.422; H 0.229; C -0.416; H 0.305; C -0.542; H 0.227; H 0.595; C -0.545; H 0.275; N 1.598; H 0.299; N 0.080; O -0.396; H 0.521; H 0.591; C -0.476; H 0.396; H 0.204; C -1.603; C -1.673; N 0.788; H 0.404; C -1.361; C -0.888; C -1.448; H 0.490; H -0.402; H 0.288; C 0.390; C -1.184; C -0.243; C 0.062; H 0.280; H 0.299; H 0.376; H 0.506; C 1.186; H 0.354

---

[4]
Density functional theory data (ωB97M-V/def2-TZVPD) for CH4N6O in the gas phase in a non-equilibrium geometry.

Cartesian coordinates (Å):
1 N -1.944 2.447 1.954
2 H 0.801 -0.856 0.043
3 N -2.271 3.131 -0.052
4 H -0.685 1.241 2.630
5 H 1.337 -0.615 -1.591
6 N -0.952 1.317 -0.375
7 H -0.410 -1.007 -1.139
8 N -1.483 1.307 2.003
9 C 0.438 -0.339 -0.968
10 N -1.261 2.530 -0.564
11 O 0.244 1.048 -0.890
12 N -2.697 2.998 1.111

## Properties
Expectation value of S² = 2.05
Multiplicity = 3
Energy relative to the best compared isomer or geometry (same formula, charge and spin) = 13.2 kcal/mol
Gap between HOMO and LUMO (alpha / beta) = 7.18 / 7.33 eV
LUMO level (alpha / beta) = -0.3 / -2.4 eV
Highest occupied orbital energy (alpha / beta) = -7.48 / -9.73 eV

Computed Mulliken charges, given in elementary charges: N 0.198; H 0.221; N -0.196; H 0.265; H 0.290; N 0.020; H 0.312; N -0.289; C -0.571; N 0.008; O -0.083; N -0.175

---

[5]
Density functional theory data (ωB97M-V/def2-TZVPD) for 4 unconnected molecules or ions with the total composition C12H16O12 in a non-equilibrium geometry.

Cartesian coordinates (Å):
1 C -2.472 -2.447 0.585
2 C -3.922 -1.615 2.119
3 C 2.106 -1.574 2.504
4 H 3.779 -0.375 -2.199
5 H 1.829 -1.541 -0.645
6 H -2.302 3.871 -0.186
7 H 1.035 0.260 0.704
8 C -1.562 1.266 -1.592
9 H -0.047 3.332 0.020
10 O -0.449 1.521 -0.898
11 H 1.632 0.473 -2.445
12 C 3.769 2.130 -3.879
13 C 3.781 0.703 -2.092
14 H 2.034 1.769 -1.409
15 C -2.170 2.796 -0.037
16 C -0.681 2.453 0.135
17 C 2.350 1.287 -2.336
18 C 0.659 -0.728 0.979
19 O 0.943 -0.920 2.368
20 O -1.908 -2.579 -0.448
21 O 2.567 -1.969 1.288
22 H -0.404 -0.799 0.779
23 H -4.997 -1.764 2.037
24 O -1.649 0.611 -2.563
25 O -2.418 -3.286 1.615
26 O 2.658 -1.778 3.533
27 H -2.734 2.597 0.879
28 O 4.157 2.768 -4.786
29 H -2.277 -2.303 3.406
30 O 2.502 2.204 -3.380
31 O -2.608 1.956 -1.072
32 H -3.647 -3.460 3.257
33 O 4.496 1.253 -3.195
34 O -3.242 -1.363 0.895
35 H -0.507 2.077 1.145
36 C 1.519 -1.840 0.354
37 H -3.786 -0.723 2.741
38 H 4.158 1.145 -1.175
39 C -3.060 -2.692 2.758
40 H 0.869 -2.712 0.236

## Properties
Energy relative to the best compared isomer or geometry (same formula, charge and spin) = 20.5 kcal/mol
Gap between HOMO and LUMO = 11.22 eV
Structure (SMILES) = O=C1OCCO1.O=C1OCCO1.O=C1OCCO1.O=C1OCCO1
LUMO level = 0.1 eV
Highest occupied orbital energy = -11.16 eV

Computed Mulliken charges, given in elementary charges: C 0.763; C -0.287; C 0.604; H 0.282; H 0.258; H 0.257; H -0.241; C 0.616; H 0.312; O -0.180; H 0.157; C 0.523; C -0.155; H -0.100; C -0.399; C -0.274; C 0.285; C 0.694; O -0.406; O -0.498; O -0.344; H -0.209; H 0.292; O -0.502; O -0.345; O -0.533; H 0.276; O -0.510; H 0.249; O -0.385; O -0.385; H 0.282; O -0.360; O -0.315; H 0.286; C -0.155; H 0.243; H 0.279; C -0.325; H 0.250

---

[6]
Density functional theory data (ωB97M-V/def2-TZVPD) for a gas-phase ion, C6H8N5O3 (charge +1) in a non-equilibrium geometry.

Cartesian coordinates (Å):
1 H 3.338 -2.858 -0.043
2 N 0.150 -0.405 0.126
3 H -3.268 3.201 0.807
4 H 0.757 -2.427 0.026
5 C -1.875 1.562 0.635
6 C -4.091 1.140 0.291
7 N 1.057 -1.409 0.043
8 C -1.068 -0.703 -0.017
9 H -5.206 1.023 0.155
10 C -3.162 2.090 0.548
11 H 4.273 -1.496 -0.418
12 N 2.425 1.177 0.664
13 O 2.549 2.605 0.699
14 C -2.030 0.292 0.130
15 N 3.357 -1.832 -0.386
16 O 2.486 0.858 -1.590
17 C 2.308 -1.086 -0.155
18 O -3.344 0.027 -0.085
19 N 2.473 0.635 -0.388
20 H 2.988 2.885 1.567
21 H -1.423 -1.658 -0.303
22 H -1.039 2.097 0.920

## Properties
Expectation value of S² = 2.03
Multiplicity = 3
Energy relative to the best compared isomer or geometry (same formula, charge and spin) = 188.0 kcal/mol
Total charge = +1
Gap between HOMO and LUMO (alpha / beta) = 5.98 / 7.53 eV
LUMO level (alpha / beta) = -3.4 / -6.1 eV
Highest occupied orbital energy (alpha / beta) = -9.38 / -13.63 eV

Computed Mulliken charges, given in elementary charges: H 0.302; N -0.185; H 0.330; H 0.281; C -0.298; C -0.308; N -0.085; C -0.397; H 0.381; C -0.326; H 0.259; N -0.217; O -0.398; C 0.363; N -0.353; O -0.586; C 0.431; O -0.336; N 0.728; H 0.412; H 0.451; H 0.552